1.
Computed, not measured: a molecular structure, C17H24GeN5O7ReSi, with ωB97M-V with the def2-TZVPD basis set.

Structure (XYZ):
```
56
Properties=species:S:1:pos:R:3:mulliken_charge:R:1
Re 0.1867 -0.3245 0.4786 1.5558
O 4.0488 0.8833 -0.5744 -0.7226
C 2.9021 1.0588 -0.2042 0.2684
O 2.0961 0.0887 0.1132 -0.4237
C 2.3362 2.4396 -0.0517 0.0662
C 3.2247 3.4918 -0.1222 -0.5530
C 2.7745 4.7894 0.0471 -0.3987
C 1.4425 5.0680 0.2777 -0.3866
C 0.5426 4.0247 0.3183 -0.3482
C 0.9462 2.6664 0.1570 0.9374
O 0.0992 1.6875 0.2191 -0.9585
N -0.8658 4.3996 0.5533 1.0344
O -1.7393 3.5960 0.3019 -0.5723
O -1.0690 5.4862 1.0796 -0.6331
N 3.7272 5.8995 -0.0171 1.0538
O 4.9000 5.6320 -0.2051 -0.6384
O 3.2930 7.0340 0.0945 -0.6448
H 4.2683 3.2782 -0.3011 0.6105
H 1.1006 6.0788 0.4215 0.6331
N -6.0250 -0.1212 -0.4624 -0.5428
C -5.1230 -0.1517 0.2632 0.4205
N -4.1666 -0.1996 1.1856 -0.6402
C -2.9321 -0.2377 0.9133 0.7388
N -1.7617 -0.2839 0.8017 -0.4434
C -1.8662 -0.6789 4.2038 -0.9785
Si -0.2295 0.1661 3.8321 0.1114
C -0.5174 1.9719 3.4126 -0.7319
C 0.7941 0.0829 5.4131 -1.1627
C 0.7405 -0.6763 2.4728 -0.8868
H -2.2103 -0.4046 5.2063 0.3418
H -1.7553 -1.7683 4.1813 0.3100
H -2.6566 -0.4094 3.4991 0.2467
H -0.9885 2.5027 4.2453 0.4784
H -1.1583 2.0801 2.5344 0.1095
H 0.4334 2.4724 3.1939 0.2263
H 0.2986 0.6039 6.2385 0.3074
H 1.7795 0.5371 5.2702 0.3057
H 0.9501 -0.9571 5.7188 0.2903
H 0.8119 -1.7539 2.6631 0.3802
H 1.7810 -0.3195 2.5273 0.1918
C 2.8836 -2.4115 -1.8988 -1.1594
Ge 2.1545 -3.0625 -0.2072 0.7336
C 3.4077 -2.6859 1.2409 -1.1121
C 1.9625 -5.0164 -0.3192 -1.3364
C 0.3423 -2.3281 0.0552 -1.2745
H 3.7306 -3.0347 -2.1971 0.3892
H 3.2311 -1.3833 -1.7917 0.3148
H 2.1320 -2.4580 -2.6909 0.3301
H 4.3477 -3.1995 1.0234 0.4344
H 3.0356 -3.0455 2.2032 0.3279
H 3.6019 -1.6155 1.3107 0.2623
H 2.9371 -5.4909 -0.4614 0.3596
H 1.3173 -5.2969 -1.1557 0.3718
H 1.5198 -5.4098 0.5997 0.3645
H -0.1255 -2.9332 0.8415 0.4192
H -0.1958 -2.5278 -0.8847 0.6231
```

Summary:
Total energy in Eh: -3907.272808
Kohn-Sham gap (spin up / spin down) in eV: 6.717 / 6.626
Spin multiplicity: 2
HOMO (spin up / spin down) in eV: -5.4 / -5.1
Expectation value of S²: 0.76
Charge: -1

2.
Computed, not measured: 2 unconnected molecules or ions with the total composition C23H22NO2, with ωB97M-V with the def2-TZVPD basis set.

Structure (XYZ):
```
48
Properties=species:S:1:pos:R:3:mulliken_charge:R:1
C -3.1552 3.2167 -1.4834 -1.2206
C -1.7444 2.8815 -1.3679 0.8207
N -1.0331 1.8117 -1.1814 -0.0235
C 0.4108 2.1426 -1.3367 -0.7133
C 0.4187 3.5978 -1.5080 -0.2960
O -0.9970 4.0222 -1.5070 -0.3970
H -3.8693 2.3995 -1.5526 0.3111
H -3.4354 3.8412 -0.6282 0.2914
H -3.2308 3.8669 -2.3731 0.3990
H 0.9961 1.8280 -0.4893 0.3828
H 0.8261 1.6215 -2.1889 0.3243
H 0.8599 4.1085 -0.6548 0.2550
H 0.7951 3.9593 -2.4734 0.2614
C 5.8136 -1.1739 0.8465 -0.4818
C 4.9046 -1.4350 1.8749 -0.5017
C 3.8607 -2.3425 1.6827 -0.3395
C 3.7193 -2.9493 0.4329 0.3723
O 2.5538 -3.6793 0.1730 -0.4312
C 1.3515 -2.9598 -0.0121 -0.1582
C 1.0938 -2.4449 -1.2914 -0.6054
C 0.1161 -1.4479 -1.4108 -0.6311
C -0.6820 -1.0575 -0.3118 0.2888
C -1.6486 -0.0149 -0.6022 -0.3315
C -2.6878 0.3053 0.3441 0.6284
C -4.0088 0.4516 -0.1364 -0.2780
C -5.0605 0.7433 0.7297 -0.5939
C -4.8095 0.8510 2.1144 -0.4499
C -3.5182 0.6570 2.6068 -0.8290
C -2.4342 0.4535 1.7394 -0.7296
C -0.5177 -1.7519 0.9226 -0.4419
C 0.5451 -2.6763 1.0861 -0.5207
C 4.6679 -2.7600 -0.5846 -0.3040
C 5.6921 -1.8363 -0.3748 -0.3850
H 6.6187 -0.4490 1.0025 0.3717
H 4.9869 -0.9305 2.8329 0.3839
H 3.1254 -2.5595 2.4569 0.3730
H 1.7011 -2.7628 -2.1327 0.4729
H -0.0833 -1.0488 -2.4070 0.4152
H -1.8689 0.0598 -1.6647 0.5842
H -4.2214 0.2084 -1.1922 0.5243
H -6.0745 0.8651 0.3350 0.4204
H -5.6260 1.1420 2.7788 0.4126
H -3.3468 0.6581 3.6979 0.3641
H -1.4290 0.3087 2.1299 0.8483
H -1.2370 -1.6666 1.7255 0.7764
H 0.7172 -3.1343 2.0671 0.5749
H 4.5484 -3.2906 -1.5322 0.4402
H 6.3963 -1.6294 -1.1820 0.3656
```

Summary:
Total energy in Eh: -1094.563909
Kohn-Sham gap in eV: 7.174
Spin multiplicity: 1
HOMO in eV: -11.4
Charge: +1

3.
Computed, not measured: a gas-phase ion, C6H5F2O (charge +1), with ωB97M-V with the def2-TZVPD basis set.

Structure (XYZ):
```
14
Properties=species:S:1:pos:R:3:mulliken_charge:R:1
C 0.6175 1.3490 -0.1213 -0.1086
C -0.7470 1.0920 -0.0909 -0.6229
C 1.2788 0.0919 -0.1566 0.1967
C -0.8917 -0.2933 -0.0001 0.9582
C 2.6684 -0.1204 0.0591 0.4585
C -2.0836 -1.0764 -0.0322 -1.1035
O 0.2727 -0.8419 -0.1086 -0.2704
F 3.2361 -1.2260 0.3191 -0.1152
F 3.5589 0.8357 -0.0617 -0.1236
H 1.1237 2.2942 -0.0923 0.4585
H -1.6080 1.8850 0.0396 0.3298
H -2.7928 -0.6285 0.8214 0.3069
H -1.7954 -2.1917 0.2016 0.2890
H -2.8374 -1.1695 -0.7772 0.3465
```

Summary:
Total energy in Eh: -506.254620
Kohn-Sham gap (spin up / spin down) in eV: 8.580 / 8.579
Spin multiplicity: 1
HOMO (spin up / spin down) in eV: -14.8 / -14.8
Charge: +1

4.
Computed, not measured: 2 unconnected molecules or ions with the total composition C8H14N2O2S2, with ωB97M-V with the def2-TZVPD basis set.

Structure (XYZ):
```
28
Properties=species:S:1:pos:R:3:mulliken_charge:R:1
C 1.1251 2.9707 1.5422 -0.5730
C 1.3346 2.7721 0.1083 -0.5022
C 1.7432 2.0026 2.2627 -0.2829
C 2.3233 1.8692 -0.1222 0.3293
C -2.1615 -2.5727 -0.5093 -1.3777
C -1.4275 -1.2955 1.6190 -1.6989
C -1.5116 -0.0736 -0.6841 -1.2580
C -1.2791 -1.3803 0.0820 1.4232
N 0.6588 -1.9740 -1.2378 -0.7155
N 0.1892 -1.4887 -0.1859 0.1548
O 1.9836 0.3804 -2.2272 -0.5156
O 3.0106 2.6434 -2.3711 -0.5459
S 2.8331 1.0133 1.3195 -0.0930
S 3.1612 1.3952 -1.6775 0.5350
H 0.2993 3.5183 1.9619 0.3601
H 1.1198 3.4681 -0.7158 0.3820
H 1.4222 1.6307 3.2207 0.4254
H -1.9043 -2.9683 -1.5114 0.3568
H -2.0129 -3.4332 0.1217 0.3785
H -3.2944 -2.4628 -0.6716 0.2968
H -0.7107 -0.6389 1.8845 0.4721
H -1.0715 -2.1405 2.1466 0.4380
H -2.4136 -0.9924 1.9941 0.3383
H -1.2639 0.7995 -0.1306 0.3520
H -1.1003 -0.0972 -1.7030 0.3243
H -2.7278 0.0052 -0.7939 0.2958
H 1.6851 -0.5002 -1.7735 0.4487
H -0.0099 -2.4506 -1.9483 0.2513
```

Summary:
Total energy in Eh: -1369.443369
Kohn-Sham gap in eV: 9.121
Spin multiplicity: 1
HOMO in eV: -9.0

5.
Computed, not measured: a molecular structure, C38H46N11OSSeTeTi, with ωB97M-V with the def2-TZVPD basis set.

Structure (XYZ):
```
100
Properties=species:S:1:pos:R:3:mulliken_charge:R:1
Ti -1.3880 -1.0169 2.5052 -0.0007
C -4.9829 4.1266 1.0191 -1.1483
C -4.4117 3.5309 2.2460 0.8959
N -4.7961 3.7640 3.4520 -0.8740
N -4.0601 2.9285 4.2329 0.2582
C -3.2334 2.1482 3.5290 0.2767
S -2.2341 0.9410 4.1281 -0.5022
N -3.4194 2.5616 2.2442 0.1908
N -2.7080 2.0434 1.1874 -0.2216
H -5.6672 4.9222 1.2993 0.3714
H -5.5379 3.3677 0.4639 0.2595
H -4.2066 4.5304 0.3692 0.2753
H -4.1740 2.9310 5.2324 0.1869
H -3.3391 1.6793 0.4852 0.0448
H -2.1093 2.7413 0.7550 0.2796
Se -0.8030 -3.5439 6.5002 -0.0565
C -0.9937 -2.5386 5.1350 0.3155
N -1.1012 -1.8250 4.1871 -0.3585
C 1.0332 0.1946 4.2297 -0.9852
N 0.5295 -0.0242 2.8277 1.7806
C 0.6024 1.3055 2.1340 -0.0504
N 1.9439 1.8536 2.1472 0.2885
C 2.3757 2.0226 3.5369 -0.7983
N 2.3701 0.7420 4.2419 0.0435
C 3.2779 -0.1812 3.5619 -0.7392
N 2.8617 -0.3864 2.1740 0.2502
C 1.5204 -0.9308 2.1583 0.1508
C 2.8552 0.9124 1.4929 0.2802
H 1.0365 -0.7605 4.7526 0.2903
H 0.3584 0.8792 4.7431 0.2767
H -0.0625 1.9991 2.6520 0.4569
H 0.2749 1.1734 1.1001 -0.9967
H 1.7004 2.7150 4.0441 0.3675
H 3.3858 2.4331 3.5502 0.3371
H 3.2802 -1.1385 4.0872 0.4004
H 4.2874 0.2311 3.5733 0.3621
H 1.5123 -1.8923 2.6830 0.5813
H 1.2137 -1.0487 1.1202 -1.2327
H 2.5388 0.7700 0.4585 -0.6445
H 3.8660 1.3223 1.5118 0.5127
C -1.7941 -5.5505 0.5847 -0.3169
C -2.6472 -5.0345 1.5469 -0.9175
C -2.2933 -3.8670 2.1982 -0.1254
N -1.1681 -3.1936 1.9194 0.3895
C -0.3436 -3.7039 0.9989 0.1319
C -0.6077 -4.8807 0.3247 -0.9157
H -2.0483 -6.4562 0.0516 0.4360
H -3.5774 -5.5249 1.7940 0.4536
H -2.9256 -3.4524 2.9729 0.4490
H 0.5610 -3.1468 0.7898 0.2891
H 0.1036 -5.2606 -0.3949 0.5120
C 6.1604 -0.9131 -5.4049 -1.5508
C 4.9267 -0.8147 -4.5519 0.5984
C 4.8411 -1.4762 -3.3350 -1.0278
C 3.7164 -1.3807 -2.5238 1.1271
C 3.6866 -2.1665 -1.2355 -1.5691
C 2.6359 -0.6007 -2.9468 -0.4424
Te 0.8982 -0.5757 -1.6809 0.6677
N -1.0710 -0.8392 0.6052 0.3921
C -2.3340 -1.0456 0.5484 0.7284
O -3.0116 -1.0611 1.7296 -0.8301
C -3.1082 -1.2923 -0.6898 -0.3588
C -4.3359 -0.6790 -0.9252 -0.1419
C -4.9581 -0.8049 -2.1563 -1.1308
C -4.3801 -1.5891 -3.1449 -0.4518
C -3.1919 -2.2600 -2.8917 -0.9785
C -2.5516 -2.1045 -1.6739 0.3564
C 0.2153 1.4418 -1.8315 -0.1454
C -1.1707 1.5632 -1.9291 -0.3689
C -1.7907 2.8029 -1.9308 -0.8841
C -1.0175 3.9532 -1.8366 -0.5804
C 0.3588 3.8358 -1.7580 -0.8562
C 0.9994 2.5949 -1.7513 1.3335
C 2.5022 2.5873 -1.6813 -1.8305
C 2.6738 0.0244 -4.2004 1.1530
C 1.4918 0.7710 -4.7559 -1.6036
C 3.8253 -0.0802 -4.9716 -0.8912
H 6.9454 -1.4640 -4.8902 0.3529
H 6.5380 0.0801 -5.6489 0.3573
H 5.9353 -1.4241 -6.3421 0.3374
H 5.6723 -2.0919 -3.0104 0.2871
H 4.6413 -2.6662 -1.0822 0.4677
H 2.9054 -2.9310 -1.2786 0.2788
H 3.4925 -1.5256 -0.3723 0.1766
H -4.8043 -0.1009 -0.1357 0.6029
H -5.8872 -0.2833 -2.3432 0.4436
H -4.8664 -1.6919 -4.1054 0.4214
H -2.7463 -2.8945 -3.6459 0.4466
H -1.6200 -2.6144 -1.4746 0.1931
H -1.7722 0.6681 -2.0246 0.6015
H -2.8655 2.8721 -2.0586 0.5394
H -1.4794 4.9321 -1.8514 0.4089
H 0.9692 4.7304 -1.7216 0.4975
H 2.9132 3.1929 -2.4907 0.5686
H 2.9163 1.5855 -1.7641 -0.0521
H 2.8352 3.0324 -0.7416 0.4789
H 0.5672 0.2328 -4.5387 0.2087
H 1.5848 0.8821 -5.8351 0.5047
H 1.4017 1.7668 -4.3197 0.2177
H 3.8573 0.4099 -5.9388 0.4360
```

Summary:
Total energy in Eh: -6070.161482
Kohn-Sham gap in eV: 6.370
Spin multiplicity: 1
HOMO in eV: -9.6
Charge: +1

6.
Computed, not measured: 2 unconnected molecules or ions with the total composition C2H3ClO2, with ωB97M-V with the def2-TZVPD basis set.

Structure (XYZ):
```
8
Properties=species:S:1:pos:R:3:mulliken_charge:R:1
C -0.2895 -0.5259 0.0591 0.7644
C 1.0803 0.0543 0.0125 -0.9167
O -0.8068 -1.5320 0.0013 -0.2421
O -1.4191 1.0751 -0.1026 -0.4670
Cl -2.8899 0.3698 0.0489 -0.0642
H 1.7045 -0.6003 0.6949 0.2842
H 1.4338 0.0996 -0.9805 0.2937
H 1.1867 1.0593 0.2664 0.3476
```

Summary:
Total energy in Eh: -688.563263
Kohn-Sham gap in eV: 9.366
Spin multiplicity: 1
HOMO in eV: -9.1

Computed energy relative to the best compared isomer or geometry (same formula, charge and spin), in the same sequence as the records: 22.5, 179.8, 0.0, 501.2, 102.4, 317.4 kJ/mol.